# 1
{"formula": "C51H39AsBrN3O2PS2V", "method": "wB97M-V/def2-TZVPD", "species": ["V", "Br", "C", "C", "C", "C", "C", "N", "C", "O", "O", "H", "H", "H", "S", "C", "C", "C", "C", "C", "C", "C", "C", "C", "N", "H", "H", "H", "H", "H", "H", "N", "C", "C", "C", "C", "C", "C", "P", "C", "C", "C", "C", "C", "C", "C", "C", "C", "C", "C", "C", "H", "H", "H", "H", "H", "H", "H", "H", "H", "H", "H", "H", "H", "H", "H", "H", "S", "C", "C", "C", "C", "C", "C", "As", "C", "C", "C", "C", "C", "C", "C", "C", "C", "C", "C", "C", "H", "H", "H", "H", "H", "H", "H", "H", "H", "H", "H", "H", "H", "H"], "xyz": [[-0.9660, -0.6516, -0.3891], [-0.7686, 1.6250, -4.7723], [0.2838, 0.0707, -4.5535], [1.0600, -0.3709, -5.6182], [1.8201, -1.5112, -5.4315], [1.7558, -2.1734, -4.2139], [0.9534, -1.6315, -3.2290], [0.2291, -0.5198, -3.3808], [0.8147, -2.3227, -1.9081], [1.1103, -3.4608, -1.7187], [0.2476, -1.5297, -0.9794], [1.0627, 0.1700, -6.5528], [2.4547, -1.8791, -6.2262], [2.3015, -3.0857, -4.0208], [-5.0567, -1.7586, -1.4178], [-4.1831, -3.2318, -1.5195], [-2.8497, -3.0761, -1.3009], [-2.4913, -1.7217, -1.0622], [-3.5943, -0.8945, -1.1164], [-3.3833, 0.5323, -1.1998], [-4.3525, 1.4948, -1.4559], [-3.9602, 2.7843, -1.7586], [-2.6041, 3.0802, -1.8204], [-1.7002, 2.0904, -1.5027], [-2.0667, 0.8527, -1.1572], [-4.7219, -4.1463, -1.7133], [-2.1497, -3.9004, -1.3166], [-5.3952, 1.2080, -1.4405], [-4.6966, 3.5470, -1.9733], [-2.2543, 4.0549, -2.1279], [-0.6371, 2.2718, -1.5404], [-0.8881, 0.8952, 1.3489], [-1.5676, 0.5730, 2.5664], [-2.0523, 1.5537, 3.4185], [-2.6691, 1.1809, 4.6019], [-2.8036, -0.1610, 4.9374], [-2.3485, -1.1390, 4.0690], [-1.7378, -0.7710, 2.8738], [-1.1585, -1.9596, 1.6322], [-2.4295, -3.2566, 1.7525], [-2.1322, -4.6130, 1.8156], [-3.1625, -5.5428, 1.8675], [-4.4841, -5.1257, 1.8674], [-4.7838, -3.7697, 1.8240], [-3.7632, -2.8400, 1.7591], [0.3439, -2.6869, 2.3274], [0.9882, -3.6945, 1.6089], [2.1156, -4.3004, 2.1348], [2.6140, -3.8920, 3.3617], [1.9959, -2.8644, 4.0578], [0.8624, -2.2566, 3.5457], [-0.9509, 1.8889, 1.1431], [0.1161, 0.6744, 1.4362], [-1.9305, 2.6013, 3.1657], [-3.0360, 1.9443, 5.2747], [-3.2790, -0.4438, 5.8666], [-2.4716, -2.1877, 4.3075], [-1.1049, -4.9478, 1.8385], [-2.9285, -6.5979, 1.9176], [-5.2825, -5.8550, 1.9069], [-5.8141, -3.4379, 1.8395], [-3.9964, -1.7825, 1.7191], [0.6306, -3.9779, 0.6269], [2.6196, -5.0727, 1.5696], [3.5021, -4.3586, 3.7666], [2.4013, -2.5265, 5.0022], [0.3896, -1.4527, 4.0935], [2.4792, -0.9033, 0.9242], [3.7723, 0.1974, 0.5279], [5.1065, -0.0544, 0.8727], [6.0808, 0.9014, 0.6396], [5.7554, 2.1299, 0.0699], [4.4452, 2.3812, -0.2974], [3.4679, 1.4152, -0.0884], [1.6274, 1.6711, -0.6296], [2.0488, 2.4985, -2.3636], [1.6788, 3.7675, -2.7945], [2.0166, 4.2079, -4.0686], [2.7271, 3.3856, -4.9276], [3.1009, 2.1157, -4.5064], [2.7590, 1.6759, -3.2382], [1.2282, 3.1937, 0.5616], [1.8288, 3.1917, 1.8222], [1.5037, 4.1499, 2.7715], [0.5627, 5.1292, 2.4835], [-0.0677, 5.1268, 1.2484], [0.2536, 4.1603, 0.3030], [5.3624, -0.9979, 1.3356], [7.1082, 0.6963, 0.9151], [6.5202, 2.8780, -0.0919], [4.1780, 3.3263, -0.7592], [1.1449, 4.4393, -2.1364], [1.7232, 5.2004, -4.3869], [2.9962, 3.7332, -5.9164], [3.6624, 1.4660, -5.1665], [3.0603, 0.6832, -2.9147], [2.5706, 2.4364, 2.0575], [1.9887, 4.1334, 3.7390], [0.3257, 5.8909, 3.2147], [-0.8146, 5.8763, 1.0177], [-0.2678, 4.1833, -0.6447]], "atomic_forces_ev_per_a": [[-1.3, 2.1, 2.0], [0.0, 0.0, -0.1], [-0.1, 0.0, 0.1], [0.1, -0.1, 0.0], [-0.1, 0.1, 0.0], [0.0, -0.1, 0.1], [-0.1, 0.2, 0.1], [0.0, 0.0, -0.1], [0.7, -0.7, -1.2], [-0.2, 0.3, 0.3], [2.1, -2.0, -1.0], [0.0, 0.0, 0.0], [0.0, 0.0, 0.0], [0.0, 0.0, 0.0], [0.3, 0.1, 0.0], [-0.1, 0.0, 0.0], [0.1, -0.1, 0.0], [-0.4, 0.1, 0.0], [-0.1, -0.5, 0.0], [-0.1, 0.4, -0.3], [0.0, -0.3, 0.1], [0.2, 0.1, 0.0], [-0.2, 0.0, 0.0], [0.1, 0.0, 0.0], [-0.9, 0.9, -0.7], [0.0, 0.0, 0.0], [0.0, 0.0, 0.0], [0.0, 0.0, 0.0], [0.0, 0.0, 0.0], [0.0, 0.0, 0.0], [0.0, 0.0, 0.0], [0.4, -0.7, -0.4], [-0.2, -0.1, 0.2], [0.1, 0.1, 0.0], [0.0, 0.0, 0.0], [0.0, -0.1, 0.0], [0.0, 0.1, 0.0], [0.0, 0.1, -0.3], [-0.1, -0.6, 1.4], [-0.2, 0.1, -0.2], [0.0, 0.1, 0.0], [0.0, 0.0, 0.0], [0.0, 0.0, 0.0], [0.0, 0.0, 0.0], [0.1, 0.0, 0.0], [0.0, -0.1, -0.2], [0.0, 0.2, 0.0], [0.0, -0.1, 0.0], [0.0, 0.0, 0.0], [0.0, 0.0, 0.1], [-0.1, -0.1, 0.0], [0.0, 0.0, -0.1], [0.2, 0.2, 0.2], [0.0, 0.0, 0.0], [0.0, 0.0, 0.0], [0.0, 0.0, 0.0], [0.0, 0.0, 0.0], [0.0, 0.0, 0.0], [0.0, 0.0, 0.0], [0.0, 0.0, 0.0], [0.0, 0.0, 0.0], [-0.1, 0.0, 0.0], [0.1, 0.0, 0.0], [0.0, 0.0, 0.0], [0.0, 0.0, 0.0], [0.0, 0.0, 0.0], [0.0, 0.0, 0.0], [-0.2, -0.1, 0.2], [-0.4, 0.1, 0.1], [0.1, 0.2, -0.1], [-0.1, -0.1, 0.0], [0.0, 0.1, 0.0], [0.0, 0.0, -0.1], [0.1, -0.2, -0.1], [0.3, 0.4, -0.1], [-0.1, 0.1, 0.0], [0.0, 0.0, 0.1], [0.0, 0.0, 0.0], [0.0, 0.0, 0.0], [0.0, 0.0, 0.0], [0.0, 0.0, 0.0], [-0.1, -0.1, 0.0], [0.1, -0.1, 0.0], [-0.1, 0.0, 0.0], [0.0, 0.0, 0.0], [0.0, 0.0, 0.0], [0.0, 0.0, 0.0], [0.0, 0.0, 0.0], [0.0, 0.0, 0.0], [0.0, 0.0, 0.0], [0.0, 0.0, 0.0], [0.0, 0.0, 0.0], [0.0, 0.0, 0.0], [0.0, 0.0, 0.0], [0.0, 0.0, 0.0], [0.0, 0.0, 0.0], [0.0, 0.0, 0.0], [0.0, 0.0, 0.0], [0.0, 0.0, 0.0], [0.0, 0.0, 0.0], [0.0, 0.0, 0.0]], "mulliken_charge": [-0.55, -0.04, 0.14, -0.71, -0.48, -1.00, 0.31, 0.07, -0.32, -0.54, 1.91, 0.51, 0.47, 0.51, -0.27, -0.60, -0.38, 0.53, -0.08, 1.11, -1.05, -0.95, -1.11, -0.10, 1.18, 0.53, 0.52, 0.54, 0.49, 0.59, -0.06, 0.68, 0.01, -0.38, -0.79, -0.88, -0.28, -1.15, 2.99, 0.40, -0.62, -0.69, -0.70, -0.82, -0.60, 0.29, -0.13, -1.01, -0.80, -0.79, -0.41, -0.16, -0.14, 0.53, 0.44, 0.47, 0.61, 0.39, 0.46, 0.41, 0.46, 0.54, 0.50, 0.44, 0.42, 0.44, 0.40, 0.27, 0.17, -0.59, -0.60, -0.90, -0.34, -1.17, 1.60, 0.49, -0.14, -0.69, -0.76, -0.66, -0.62, 0.14, -0.30, -0.93, -0.61, -1.14, 0.51, 0.51, 0.37, 0.42, 0.40, 0.25, 0.46, 0.39, 0.54, 0.46, 0.47, 0.46, 0.41, 0.44, -0.02], "energy_ev": -249608.052, "s2": 0.768, "lumo_energy_ev": [-3.8386, -3.9306], "gap_ev": [4.60, 4.51], "spin_multiplicity": 2, "charge": 1}

---

# 2
{"formula": "C51H40B2CoF8N8O8", "method": "wB97M-V/def2-TZVPD", "species": ["Co", "C", "C", "N", "O", "B", "F", "F", "O", "N", "C", "C", "C", "N", "O", "B", "F", "F", "O", "N", "C", "C", "C", "H", "H", "H", "H", "H", "H", "H", "H", "H", "H", "H", "H", "C", "C", "C", "O", "C", "C", "O", "C", "O", "C", "C", "C", "C", "C", "C", "C", "C", "C", "C", "C", "C", "C", "O", "C", "C", "C", "C", "C", "C", "C", "C", "C", "C", "C", "C", "H", "H", "H", "H", "H", "H", "H", "H", "H", "H", "H", "H", "H", "H", "H", "H", "H", "H", "H", "H", "H", "H", "H", "H", "H", "H", "H", "H", "F", "C", "C", "F", "C", "C", "C", "F", "C", "C", "C", "N", "C", "N", "F", "C", "C", "N", "C", "N"], "xyz": [[-0.1815, -0.0612, -1.4290], [0.1896, 3.7797, -2.9121], [0.0984, 2.5614, -2.0548], [0.4660, 1.3608, -2.4328], [0.8555, 1.2463, -3.7148], [1.8362, 0.1775, -4.0096], [3.0358, 0.4254, -3.3196], [2.0177, 0.1705, -5.3653], [1.3759, -1.1984, -3.6393], [0.6209, -1.3805, -2.5502], [0.2240, -2.6025, -2.3573], [0.5078, -3.7377, -3.2841], [-0.5292, -2.7565, -1.1292], [-0.6797, -1.6521, -0.4660], [-1.2557, -1.8555, 0.7762], [-2.0994, 0.3530, 1.8361], [-3.2114, 1.1238, 2.0277], [-1.4411, 0.9217, 4.2237], [-0.9952, 1.3985, 1.1356], [-0.5205, 1.3790, -0.1998], [-0.4406, 2.5801, -0.7300], [-0.8732, 3.8675, -0.1158], [-1.0777, -4.0790, -0.7003], [0.4949, 3.5022, -3.9159], [0.9141, 4.4897, -2.5086], [-0.7751, 4.2853, -2.9610], [1.0768, -3.3823, -4.1377], [-0.4262, -4.1738, -3.6427], [1.0756, -4.5270, -2.7835], [-1.1227, 3.7635, 0.9314], [-1.7580, 4.2310, -0.6431], [-0.0921, 4.6203, -0.2245], [-0.4898, -4.8937, -1.1174], [-2.0997, -4.1831, -1.0740], [-1.1112, -4.1627, 0.3821], [2.8390, -2.5035, 4.3716], [3.1162, -1.6861, 3.1357], [4.5953, -1.4368, 2.9128], [2.3928, -0.4573, 3.2205], [2.0868, -0.1373, 1.8897], [1.7429, -1.4949, 1.2791], [2.5605, -2.3744, 1.9723], [3.0987, -1.8215, -0.7927], [1.9733, -1.5539, -0.1620], [4.1038, -0.8050, -0.9114], [5.4639, -1.1351, -1.0867], [6.4038, -0.1349, -1.1697], [6.0027, 1.1996, -1.0888], [4.6701, 1.5364, -0.9185], [3.7127, 0.5431, -0.8267], [3.1595, -3.1104, -1.4260], [3.9016, -3.3024, -2.6008], [3.9231, -4.5455, -3.2051], [3.2092, -5.5973, -2.6451], [2.4498, -5.4091, -1.4932], [2.4096, -4.1689, -0.8916], [-0.0207, 1.2161, 2.3070], [1.1448, 0.8371, 1.6750], [-1.0113, 0.2639, 3.0581], [-0.5511, -1.0687, 3.5617], [-1.3291, -2.1456, 3.6414], [-2.7132, -2.2974, 3.1646], [-3.2261, -1.7993, 2.0419], [-2.4082, -1.0028, 1.0557], [0.1741, 2.5550, 2.9771], [-0.9204, 3.3499, 3.3159], [-0.7248, 4.5825, 3.9106], [0.5626, 5.0332, 4.1808], [1.6502, 4.2411, 3.8551], [1.4562, 3.0038, 3.2546], [3.0186, -1.8902, 5.2533], [3.4964, -3.3708, 4.4028], [1.8062, -2.8433, 4.3764], [5.0239, -0.9739, 3.8007], [4.7662, -0.7836, 2.0583], [5.0996, -2.3850, 2.7291], [2.9749, 0.2580, 1.3994], [0.6864, -1.7508, 1.3636], [5.7699, -2.1720, -1.0929], [7.4496, -0.3821, -1.2847], [6.7453, 1.9828, -1.1657], [4.3686, 2.5734, -0.8794], [2.6585, 0.7922, -0.7570], [4.4041, -2.4648, -3.0634], [4.4790, -4.6896, -4.1206], [3.2294, -6.5699, -3.1193], [1.8888, -6.2316, -1.0715], [1.8307, -4.0146, 0.0094], [0.4050, -1.0804, 4.0624], [-0.9321, -3.0033, 4.1768], [-3.3520, -2.9038, 3.7972], [-4.2687, -1.9750, 1.8102], [-2.9851, -0.8528, 0.1405], [-1.9254, 3.0077, 3.1092], [-1.5804, 5.1924, 4.1662], [0.7129, 5.9996, 4.6425], [2.6555, 4.5845, 4.0600], [2.3138, 2.3898, 3.0096], [-3.3462, 2.1741, -1.1942], [-4.6761, 2.1556, -1.4141], [-5.3959, 3.2142, -0.9496], [-4.7240, 4.1917, -0.3297], [-6.8028, 3.3095, -1.0827], [-7.3817, 2.1994, -1.7557], [-6.6519, 1.1459, -2.2261], [-7.3054, 0.1700, -2.8673], [-5.2479, 1.0503, -2.0817], [-4.4866, -0.0490, -2.5465], [-3.0856, -0.0425, -2.4746], [-1.9327, -0.0638, -2.4013], [-5.0281, -1.2471, -3.0863], [-5.3761, -2.2636, -3.5019], [-8.6989, 2.1810, -1.9640], [-7.5496, 4.3985, -0.5958], [-6.9522, 5.5490, -0.0118], [-6.5180, 6.5139, 0.4433], [-8.9700, 4.4539, -0.6284], [-10.1170, 4.5512, -0.6015]], "atomic_forces_ev_per_a": [[-0.4, 0.1, -0.2], [0.0, 0.0, 0.0], [0.0, 0.0, 0.0], [0.1, 0.0, 0.1], [0.0, -0.1, 0.0], [0.0, 0.1, 0.0], [0.0, 0.0, -0.1], [0.1, 0.0, -0.1], [-0.2, -0.1, -0.1], [-0.1, 0.0, -0.1], [0.0, 0.0, -0.1], [-0.1, 0.0, -0.1], [-0.2, 0.1, 0.0], [-0.1, -0.3, -0.1], [-0.2, 0.2, -0.2], [0.0, 0.1, 0.0], [0.0, 0.0, 0.1], [-0.1, 0.0, 0.0], [-0.3, -0.2, -0.1], [0.4, 0.1, 0.0], [0.0, 0.1, 0.1], [-0.1, 0.0, 0.0], [0.0, 0.0, 0.0], [0.0, 0.0, 0.0], [0.0, 0.0, 0.0], [0.0, 0.0, 0.0], [-0.1, 0.0, 0.0], [-0.1, 0.0, 0.0], [-0.5, 0.4, -0.4], [0.0, 0.0, 0.0], [0.0, 0.0, 0.0], [0.0, 0.0, 0.0], [0.0, 0.0, 0.0], [0.0, 0.0, 0.0], [0.0, 0.0, 0.0], [0.0, 0.0, 0.0], [0.0, 0.0, 0.0], [0.0, 0.0, 0.0], [0.0, -0.1, -0.1], [-0.1, -0.3, -0.3], [0.2, 0.2, 0.3], [0.1, 0.0, 0.0], [-0.3, 0.5, 0.4], [0.9, -0.6, 0.2], [0.0, -0.1, 0.3], [-0.2, 0.0, 0.1], [0.0, 0.1, 0.0], [0.1, 0.0, 0.0], [-0.1, 0.0, 0.0], [0.1, 0.0, 0.1], [0.1, -0.1, -0.2], [-0.1, 0.0, 0.0], [-0.1, -0.1, 0.1], [0.3, -0.1, 0.1], [0.4, -0.1, 0.3], [0.4, -0.1, 0.3], [0.0, -0.1, 0.0], [0.2, 0.3, 0.3], [0.0, -0.1, 0.0], [0.0, 0.0, 0.0], [0.0, 0.0, 0.0], [0.0, 0.0, 0.0], [0.0, 0.0, 0.0], [-0.2, -0.1, 0.0], [0.1, 0.1, -0.1], [0.0, 0.0, 0.0], [0.0, 0.0, 0.0], [0.0, 0.0, 0.0], [0.0, 0.0, 0.0], [0.1, 0.0, 0.0], [0.0, 0.0, 0.0], [0.0, 0.0, 0.0], [0.0, 0.0, 0.0], [0.0, 0.0, 0.0], [0.0, 0.0, 0.0], [0.0, 0.0, 0.0], [0.1, 0.0, -0.1], [0.2, 0.1, 0.0], [0.0, 0.0, 0.0], [0.0, 0.0, 0.0], [0.0, 0.0, 0.0], [0.0, 0.0, 0.0], [0.0, 0.0, 0.0], [0.0, 0.1, 0.0], [0.0, 0.0, 0.0], [0.0, 0.0, 0.0], [0.0, 0.0, 0.0], [0.0, 0.0, 0.0], [0.1, 0.0, 0.0], [0.0, 0.0, 0.0], [0.0, 0.0, 0.0], [0.0, 0.0, 0.0], [0.1, 0.0, -0.1], [0.0, 0.0, 0.0], [0.0, 0.0, 0.0], [0.0, 0.0, 0.0], [0.0, 0.0, 0.0], [0.0, 0.0, 0.0], [-0.1, 0.0, 0.0], [0.1, 0.1, 0.1], [0.1, 0.1, 0.0], [0.0, -0.1, 0.0], [0.0, -0.1, -0.1], [0.0, 0.0, 0.0], [-0.1, 0.0, 0.0], [0.1, 0.0, 0.0], [-0.1, 0.1, 0.0], [0.1, 0.0, -0.1], [0.1, -0.1, 0.1], [-0.3, 0.0, -0.1], [0.0, 0.0, 0.1], [0.0, -0.1, 0.0], [0.1, 0.0, 0.0], [-0.1, 0.0, 0.0], [0.0, 0.0, -0.1], [0.0, 0.0, 0.1], [0.1, 0.0, 0.0], [-0.1, 0.0, 0.0]], "mulliken_charge": [-0.95, -1.82, 0.87, 1.67, -0.59, 0.57, -0.21, -0.34, -0.59, 0.99, 0.79, -1.51, 0.12, 0.80, 0.12, 0.74, -0.24, -0.50, 0.32, 0.26, -0.26, -1.39, -1.86, 0.54, 0.31, 0.36, 0.29, 0.52, 0.06, -0.01, 0.37, 0.41, 0.48, 0.37, 0.35, -1.77, 1.18, -1.49, -0.45, -0.40, 0.60, -0.38, -0.13, -0.12, 0.85, -0.37, -1.05, -0.82, -1.13, 0.16, 1.78, -0.63, -1.05, -0.41, -0.79, -0.49, 0.79, 0.10, 1.67, -1.73, -1.19, -0.99, -1.36, 0.13, 0.93, -0.40, -0.84, -0.72, -0.94, -0.66, 0.37, 0.45, 0.33, 0.46, 0.13, 0.36, 0.71, -0.33, 0.58, 0.47, 0.45, 0.54, 0.08, 0.56, 0.45, 0.41, 0.45, 0.36, 1.58, 0.40, 0.51, 0.60, -0.15, 0.33, 0.47, 0.41, 0.47, 0.26, 0.48, 0.06, 0.33, -0.35, 0.10, 0.24, -0.14, -0.34, 0.86, -0.24, 0.40, -0.23, -0.34, -0.65, -0.33, 0.67, 0.04, -0.60, -0.08, -0.57], "energy_ev": -142551.349, "s2": 0.794, "lumo_energy_ev": [-3.0064, -3.0096], "gap_ev": [3.78, 3.97], "spin_multiplicity": 2, "charge": 0}